# 1
Here is a cluster of 12 separate species, C101H215N11O13 in total at a distorted geometry from the OMol25 dataset. Energies are from ωB97M-V/def2-TZVPD.

Output
Electronic energy, Ha: -5557.12909
Multiplicity: 1
SMILES: CC1(C)CCCC(C)(C)N1O.CC1(C)CCCC(C)(C)N1O.CC1(C)CCCC(C)(C)N1O.CC1(C)CCCC(C)(C)N1O.CC1(C)CCCC(C)(C)N1O.CC1(C)CCCC(C)(C)N1O.CC1(C)CCCC(C)(C)N1O.CC1(C)CCCC(C)(C)N1O.CC1(C)CCCC(C)(C)N1O.CC1(C)CCCC(C)(C)N1O.CC1(C)CCCC(C)(C)N1O.OCCO
Relative energy (zero: lowest compared OMol25 entry of this formula, charge and spin), kcal per mole: 108.4
Frontier orbital gap, Eh: 0.3168

CARTESIAN COORDINATES (ANGSTROEM)
O (-0.81, -7.60, 4.40)
O (-8.05, 0.81, -4.26)
O (1.09, -1.45, -1.90)
O (-1.29, -3.57, -3.65)
O (-2.21, 7.12, -2.81)
O (6.36, 1.51, -3.45)
O (-4.74, 2.13, 5.48)
O (5.77, 1.03, 5.81)
O (4.66, -2.64, -1.04)
O (-0.16, 3.45, -4.67)
O (0.78, 2.06, 4.02)
O (3.06, 2.57, 2.31)
O (-1.97, 1.41, 5.40)
N (-1.29, 0.56, 6.38)
N (-0.35, 2.94, -5.96)
N (4.93, 0.56, 4.84)
N (3.66, -3.02, -1.99)
N (-1.61, 6.80, -1.52)
N (0.25, -6.64, 4.58)
N (5.78, 2.10, -2.27)
N (0.71, -0.94, -0.58)
N (-2.25, -4.16, -4.60)
N (-5.31, 3.23, 4.80)
N (-7.22, -0.24, -3.71)
C (-0.85, -2.77, -0.25)
C (2.73, -4.66, -4.12)
C (-5.42, -0.86, -2.16)
C (0.27, 8.34, -2.31)
C (-1.64, -4.12, -5.96)
C (3.22, -4.36, -1.60)
C (6.03, 2.99, -0.03)
C (0.83, 1.75, -7.76)
C (0.99, 2.40, -6.36)
C (8.09, 2.81, -1.50)
C (6.73, 2.15, -1.16)
C (-6.45, 0.21, -2.52)
C (5.13, 3.39, -2.67)
C (-0.95, -1.16, 4.64)
C (-1.42, -2.66, -6.40)
C (-3.65, -5.13, -2.75)
C (-0.54, 0.20, 8.64)
C (3.89, -0.39, 5.33)
C (1.22, -7.97, 6.33)
C (4.83, -0.26, 2.45)
C (1.46, -7.42, 4.88)
C (0.66, 6.52, -0.57)
C (-2.76, -4.78, -6.80)
C (-1.55, -0.88, 6.06)
C (-5.26, 4.50, 6.92)
C (-1.03, -0.71, 1.08)
C (-0.70, -1.26, 8.46)
C (-4.80, 4.49, 5.35)
C (4.48, -1.68, 5.99)
C (-2.98, -1.47, 6.17)
C (2.18, -4.79, -2.66)
C (1.30, 0.37, -0.42)
C (-0.68, 0.76, 1.27)
C (0.18, 5.22, 0.09)
C (-5.68, 0.32, -5.75)
C (0.13, -5.65, 3.52)
C (1.92, 3.67, -6.59)
C (-7.47, 0.25, -1.36)
C (4.25, -2.80, -3.29)
C (-0.52, -1.60, 6.98)
C (-0.68, -1.24, -0.33)
C (5.60, -3.44, -3.51)
C (2.54, -4.23, -0.22)
C (0.98, 3.39, 3.48)
C (-3.54, 5.86, -0.51)
C (-3.30, 4.60, 5.31)
C (5.74, 0.22, 3.61)
C (-6.24, 1.62, 3.24)
C (-6.10, 4.16, 2.66)
C (2.80, 0.22, -0.37)
C (-5.80, 1.59, -2.56)
C (-2.68, -5.45, -3.89)
C (4.44, 4.08, -1.46)
C (-1.11, -4.77, 3.73)
C (1.84, -8.50, 3.88)
C (-3.54, -6.26, -4.95)
C (0.88, 1.38, -1.50)
C (6.44, 1.56, 3.24)
C (1.54, 1.43, -5.34)
C (6.13, 4.29, -3.45)
C (-0.70, 2.54, 7.77)
C (-3.08, -6.20, -6.41)
C (-3.96, 2.80, 2.71)
C (-1.73, 1.02, -4.76)
C (-6.43, -0.76, -4.88)
C (3.31, -3.31, -4.35)
C (3.04, -0.74, 4.13)
C (3.76, -1.30, 2.91)
C (-2.16, 4.35, -1.93)
C (2.63, -5.40, 3.75)
C (2.51, 3.51, 3.22)
C (6.89, -0.74, 3.83)
C (-1.72, -0.67, -1.32)
C (-1.38, 1.08, 7.76)
C (-1.49, -6.25, -3.41)
C (-5.48, 5.47, 3.09)
C (-2.80, 1.24, 8.35)
C (-5.48, 5.63, 4.60)
C (4.30, -5.42, -1.43)
C (3.96, 3.06, -3.56)
C (-1.55, 2.07, -5.97)
C (-5.37, 2.96, 3.39)
C (-4.52, -1.27, -3.26)
C (-2.11, 5.53, -0.98)
C (0.77, 1.00, 0.90)
C (-0.33, 0.67, -7.75)
C (-0.30, -4.87, -5.99)
C (-7.39, -1.56, -5.82)
C (-0.14, 6.89, -1.81)
C (-1.33, 5.21, 0.35)
C (2.65, -6.32, 4.94)
C (-5.41, -1.82, -4.41)
C (3.15, 0.39, 6.47)
C (0.11, -6.28, 2.13)
C (4.33, -1.27, -3.39)
C (-2.73, 3.09, -5.86)
C (1.33, -4.62, 3.60)
C (7.07, 0.68, -0.71)
C (-1.67, 1.34, -7.36)
C (0.32, 5.94, -2.99)
C (5.45, 4.31, -0.33)
H (2.16, -1.32, 4.45)
H (-5.07, 6.58, 4.90)
H (-0.43, -3.15, -1.21)
H (-2.90, -2.49, 5.80)
H (0.58, 7.35, 0.17)
H (4.98, -2.32, 5.28)
H (0.34, -4.50, -5.14)
H (0.52, 2.49, -8.55)
H (1.52, 2.25, -1.59)
H (-2.07, -0.88, 1.32)
H (-5.47, 1.82, -1.54)
H (7.52, 0.12, -1.48)
H (5.25, -1.38, 6.69)
H (3.49, -4.71, 3.81)
H (1.90, -2.02, -1.83)
H (-0.22, -5.62, 1.36)
H (4.18, 0.54, 2.10)
H (2.90, -8.71, 4.10)
H (7.88, 3.88, -1.61)
H (5.69, 0.90, -3.71)
H (4.87, -5.75, -2.28)
H (-1.86, -3.16, -0.09)
H (4.63, -0.90, -4.39)
H (5.55, -4.51, -3.29)
H (1.18, 0.40, -5.38)
H (-3.83, -2.07, -2.92)
H (0.18, 8.46, -3.40)
H (-8.39, 0.64, -1.78)
H (1.31, 8.47, -2.00)
H (3.68, -2.27, 6.46)
H (0.80, 0.81, -2.43)
H (-1.70, -1.55, 8.76)
H (4.25, -2.22, 3.28)
H (5.01, 4.70, 0.54)
H (-2.56, -1.38, -1.26)
H (-3.38, -1.38, 7.23)
H (6.94, 1.46, 2.27)
H (-8.13, -0.87, -6.20)
H (-0.13, 1.81, -1.21)
H (0.48, -1.43, 6.64)
H (-2.39, -4.74, -7.83)
H (2.50, 1.13, 6.05)
H (6.19, 0.17, -0.39)
H (1.90, -5.80, -2.38)
H (-0.24, -3.22, 0.56)
H (-3.53, 6.81, 0.00)
H (6.21, 5.03, -0.64)
H (1.33, 1.89, -4.39)
H (1.27, -4.17, -2.48)
H (-1.58, 4.19, 0.63)
H (5.51, -0.58, 1.65)
H (-1.97, 1.54, -3.81)
H (-6.12, 6.23, 2.59)
H (-6.69, 2.28, -2.78)
H (0.39, 3.48, 2.59)
H (7.50, -0.82, 2.93)
H (8.51, 2.42, -2.41)
H (-1.29, -7.69, 5.21)
H (2.66, 1.71, 2.37)
H (2.49, 0.18, 3.78)
H (1.93, -4.77, -4.83)
H (-3.20, 2.27, 3.36)
H (-1.40, -2.61, -7.49)
H (-3.34, 0.28, 8.49)
H (-6.60, 1.53, 2.23)
H (-4.88, 5.40, 7.45)
H (-2.98, 7.64, -2.58)
H (-0.17, 1.87, 4.27)
H (-3.64, 2.55, -6.15)
H (-4.84, -0.41, -1.38)
H (-1.03, -4.44, 4.78)
H (6.73, 4.85, -2.71)
H (-4.06, 2.14, 1.85)
H (-7.38, 1.47, -4.58)
H (0.06, -1.89, 9.03)
H (-7.06, 1.66, 3.98)
H (-3.59, -7.35, -4.63)
H (-2.80, 3.77, 5.81)
H (-5.11, -0.19, -6.57)
H (-0.32, 9.06, -1.78)
H (-3.05, 5.42, 5.93)
H (-0.82, 0.38, -4.71)
H (0.70, 5.05, 0.98)
H (-2.02, 2.02, -8.16)
H (-6.90, -2.18, -6.61)
H (5.95, -3.33, -4.55)
H (1.78, 1.31, -8.09)
H (-0.48, -2.19, -6.05)
H (-7.10, 0.97, -0.59)
H (4.29, 2.50, -4.44)
H (-6.35, 4.41, 6.96)
H (2.98, 3.37, 4.20)
H (3.64, -6.86, 5.18)
H (-1.79, -2.88, -3.17)
H (-0.17, -0.42, 4.33)
H (-5.64, 0.70, 3.44)
H (1.20, -3.99, 2.74)
H (-3.45, 1.99, 7.83)
H (-2.61, 0.52, -5.14)
H (6.89, 3.05, 0.68)
H (2.53, -2.53, -4.41)
H (-0.92, -5.79, -2.62)
H (1.10, -6.62, 1.80)
H (-1.26, 3.78, -2.10)
H (-5.46, 1.73, 6.00)
H (4.34, -1.80, -0.63)
H (2.53, -5.67, 5.83)
H (7.20, 1.80, 3.95)
H (-2.10, -6.74, -6.55)
H (-0.39, -5.95, -6.00)
H (-1.12, -3.88, 3.04)
H (2.64, 1.38, -5.33)
H (5.04, -5.20, -0.66)
H (-0.45, 0.31, -8.76)
H (5.78, 2.35, 3.19)
H (3.50, 0.17, -1.28)
H (1.73, -3.56, -0.17)
H (2.14, -5.29, -0.01)
H (7.53, -0.34, 4.62)
H (-2.77, 3.45, -4.84)
H (3.92, 0.76, 7.22)
H (-2.49, 3.94, -6.50)
H (3.26, 1.03, 0.24)
H (0.38, 2.57, 7.77)
H (-3.64, -4.09, -6.69)
H (1.08, -7.11, 7.04)
H (8.83, 2.68, -0.71)
H (-1.28, 1.35, 0.54)
H (-4.55, -5.88, -5.01)
H (-1.54, 5.96, 1.09)
H (1.24, -9.40, 4.02)
H (-2.04, -5.36, 3.59)
H (1.36, 6.18, -3.26)
H (0.42, 4.36, -0.46)
H (0.63, 4.08, 4.17)
H (3.03, -1.48, 2.17)
H (3.27, -4.02, 0.54)
H (-0.45, -1.26, 1.80)
H (-7.71, -0.70, -0.82)
H (-5.87, -1.81, -1.89)
H (3.37, -0.86, -3.19)
H (1.67, -8.07, 2.86)
H (-3.78, -0.94, 5.53)
H (-3.96, -0.40, -3.64)
H (2.72, -5.94, 2.83)
H (-0.79, -2.71, 6.91)
H (-3.87, 5.12, 0.22)
H (-7.22, 4.14, 2.98)
H (2.20, -8.36, 6.66)
H (-1.26, -0.71, -2.33)
H (1.18, 2.00, 0.84)
H (-3.54, 3.73, 2.31)
H (-4.09, -6.03, -2.37)
H (-4.29, 5.81, -1.29)
H (1.34, 0.43, 1.65)
H (3.88, -3.27, -5.30)
H (-1.81, -1.05, 3.89)
H (-0.90, 1.14, 2.23)
H (-3.19, -4.57, -1.90)
H (3.61, 3.43, -1.12)
H (-1.08, 3.01, 8.66)
H (5.24, 2.43, 0.48)
H (2.70, 4.51, 2.84)
H (-0.08, -0.23, -7.17)
H (-1.77, -7.28, -3.25)
H (-4.78, 3.65, 7.38)
H (0.52, -8.77, 6.25)
H (-2.33, -2.14, -6.09)
H (3.40, 3.99, -3.87)
H (-7.91, -2.25, -5.16)
H (-6.36, 1.01, -6.30)
H (-6.08, 4.10, 1.57)
H (4.96, -0.91, -2.60)
H (5.53, 5.10, -3.99)
H (-2.50, 0.64, -7.33)
H (-0.83, -6.28, -4.27)
H (-0.60, -7.11, 2.14)
H (-0.66, 4.26, -4.64)
H (-1.06, 3.12, 6.96)
H (6.30, -2.97, -2.77)
H (-3.74, -6.50, -7.21)
H (7.71, 0.74, 0.17)
H (-6.53, 5.74, 4.92)
H (4.01, 5.02, -1.91)
H (2.91, 3.39, -6.99)
H (-0.33, 6.01, -3.87)
H (-5.00, 1.68, -3.33)
H (1.71, 6.42, -0.83)
H (-2.97, 3.61, -1.62)
H (-2.02, 0.41, -1.22)
H (-0.73, 0.55, 9.68)
H (0.55, 0.48, 8.51)
H (-4.46, 5.50, 2.81)
H (2.08, 4.21, -5.66)
H (1.31, -4.00, 4.47)
H (-5.03, 0.94, -5.16)
H (6.62, -1.73, 4.27)
H (3.53, -5.41, -4.32)
H (-4.39, -4.49, -3.16)
H (-2.92, 1.27, 5.60)
H (1.45, 4.28, -7.34)
H (3.87, -6.47, -1.21)
H (3.02, -0.68, 0.24)
H (-2.88, 4.81, 4.40)
H (-4.84, -2.22, -5.21)
H (3.24, 2.42, -2.96)
H (0.34, -4.63, -6.91)
H (6.75, 3.79, -4.15)
H (-2.30, 4.77, -2.89)
H (-5.95, -2.61, -3.89)
H (2.49, -0.30, 6.97)
H (-0.58, -2.19, 4.60)
H (6.26, 0.30, 6.19)
H (-2.81, 1.61, 9.42)
H (0.30, 4.92, -2.51)

---

# 2
Here is a cluster of 2 separate species, C5H9NO in total from the OMol25 dataset. Energies are from ωB97M-V/def2-TZVPD.

Output
Electronic energy, Ha: -325.78417
Multiplicity: 1
Relative energy (zero: lowest compared OMol25 entry of this formula, charge and spin), kcal per mole: 96.3
Frontier orbital gap (spin up / spin down), Eh: 0.2889 / 0.3001

CARTESIAN COORDINATES (ANGSTROEM)
O (0.98, 1.12, -0.02)
N (-2.05, 2.52, 0.28)
C (2.06, 0.42, -0.03)
C (-0.85, -1.06, -1.75)
C (-0.12, -0.22, 1.67)
C (-0.09, 0.92, 0.72)
C (-1.15, 1.81, 0.47)
H (0.65, -0.12, 2.45)
H (0.20, -0.87, -1.52)
H (-1.10, -0.29, 2.15)
H (-1.31, -1.62, -0.93)
H (0.08, -1.17, 1.14)
H (2.81, 0.75, -0.73)
H (2.18, -0.43, 0.63)
H (-1.38, -0.11, -1.87)
H (-0.92, -1.64, -2.67)

---

# 3
Here is a cluster of 2 separate species, C5H11N2 in total from the OMol25 dataset. Energies are from ωB97M-V/def2-TZVPD.

Output
Electronic energy, Ha: -306.28594
Multiplicity: 1
Relative energy (zero: lowest compared OMol25 entry of this formula, charge and spin), kcal per mole: 61.2
Frontier orbital gap, Eh: 0.2691
Net charge: +1

CARTESIAN COORDINATES (ANGSTROEM)
N (0.22, 0.48, 2.37)
N (-0.54, -1.20, -2.53)
C (-0.13, 1.81, 1.88)
C (0.86, -0.71, -0.70)
C (1.30, 0.41, 3.02)
C (-0.37, -0.75, -1.19)
C (-1.64, -1.27, -3.17)
H (0.44, 2.60, 2.37)
H (-2.55, -1.04, -2.62)
H (-1.20, 1.96, 2.09)
H (-1.31, -0.42, -0.77)
H (1.93, 1.28, 3.17)
H (1.73, -1.09, -1.23)
H (-0.03, 1.90, 0.79)
H (1.07, -0.37, 0.30)
H (0.30, -1.51, -3.02)
H (1.59, -0.55, 3.45)
H (-1.68, -1.52, -4.22)

---

# 4
Here is a cluster of 2 separate species, C5H14 in total at a distorted geometry from the OMol25 dataset. Energies are from ωB97M-V/def2-TZVPD.

Output
Electronic energy, Ha: -198.85166
Multiplicity: 1
SMILES: CCC.CC
Relative energy (zero: lowest compared OMol25 entry of this formula, charge and spin), kcal per mole: 23.5
Frontier orbital gap, Eh: 0.4534

CARTESIAN COORDINATES (ANGSTROEM)
C (-1.62, -1.94, -0.06)
C (1.11, 0.55, -1.03)
C (1.20, 1.60, 0.06)
C (-2.52, -0.74, -0.24)
C (2.06, 1.01, 1.26)
H (2.13, 0.25, -1.37)
H (-1.00, -2.23, -0.91)
H (0.77, -0.39, -0.46)
H (1.72, 2.47, -0.49)
H (3.09, 0.71, 0.88)
H (-2.54, -0.53, -1.30)
H (-3.58, -0.95, 0.10)
H (1.49, 0.10, 1.59)
H (-2.10, 0.07, 0.34)
H (-2.04, -2.83, 0.35)
H (-0.76, -1.61, 0.56)
H (0.18, 1.80, 0.46)
H (2.15, 1.77, 2.04)
H (0.28, 0.88, -1.77)

---

# 5
Here is the ion C22H24FN4O5 with charge +1 at a distorted geometry from the OMol25 dataset. Energies are from ωB97M-V/def2-TZVPD.

Output
Electronic energy, Ha: -1547.54960
Multiplicity: 1
SMILES: Cc1ccc(Cc2c(C(=O)NC(=O)F)[nH+]c(C)c(OC#N)c2C(=O)OCCCCN)cc1
Frontier orbital gap, Eh: 0.2269
Net charge: +1

CARTESIAN COORDINATES (ANGSTROEM)
F (-2.59, 4.57, -3.71)
O (-3.40, 2.33, -1.18)
O (-2.22, 2.56, -4.59)
O (-0.95, -3.43, -1.62)
O (2.00, -1.17, -1.72)
O (1.36, -2.41, 0.02)
N (-2.80, -0.36, -1.96)
N (-1.52, 2.91, -2.46)
N (-1.34, -4.62, -3.73)
N (4.36, -2.41, 4.39)
C (-1.48, 2.84, 1.98)
C (-2.12, 3.33, -3.68)
C (0.44, 1.27, -0.93)
C (-0.28, -1.15, -1.33)
C (-1.00, -3.97, -2.83)
C (-0.07, 2.28, 0.09)
C (-1.88, 0.56, -1.66)
C (2.93, -3.94, 1.14)
C (1.13, -1.59, -1.00)
C (0.34, 3.61, 0.07)
C (-0.59, 0.22, -1.31)
C (-2.54, -1.66, -1.98)
C (-0.16, 4.52, 0.97)
C (-3.70, -2.58, -2.36)
C (-1.10, 4.17, 1.94)
C (-0.98, 1.91, 1.07)
C (2.73, -2.93, 0.02)
C (-1.65, 5.22, 2.88)
C (4.41, -3.03, 3.04)
C (-1.27, -2.08, -1.65)
C (-2.38, 2.01, -1.73)
C (2.98, -3.32, 2.56)
H (1.07, 3.96, -0.67)
H (0.15, 5.56, 0.93)
H (5.08, -1.69, 4.47)
H (2.89, -3.45, -0.94)
H (3.47, -1.95, 4.54)
H (-3.40, -3.62, -2.47)
H (2.55, -4.02, 3.29)
H (4.99, -3.96, 3.14)
H (-2.35, 4.80, 3.62)
H (1.35, 0.80, -0.52)
H (3.92, -4.39, 0.96)
H (-2.21, 2.51, 2.71)
H (-2.21, 5.98, 2.32)
H (-1.34, 0.89, 1.18)
H (-3.75, -0.04, -2.18)
H (3.46, -2.12, 0.15)
H (-1.21, 3.69, -1.87)
H (2.39, -2.39, 2.56)
H (4.95, -2.34, 2.37)
H (0.78, 1.76, -1.85)
H (-4.48, -2.46, -1.59)
H (-0.84, 5.75, 3.39)
H (2.22, -4.77, 1.05)
H (-4.13, -2.15, -3.28)